Entry 1:
C30H83AlF4N9O16S4 as an isolated structure at a distorted geometry, computed with ωB97M-V/def2-TZVPD.

Calculated values
total charge = +1

The geometry in XYZ format:
```
147
Properties=species:S:1:pos:R:3:mulliken_charge:R:1
Al -5.481 -0.931 -3.265 0.993
N 0.057 -0.081 -1.439 -0.266
S 0.605 0.453 -0.076 1.138
O 0.966 1.820 -0.044 -0.453
O 1.592 -0.395 0.595 -0.503
F -0.792 0.310 0.773 -0.273
S 1.629 -0.318 -2.151 1.080
O 2.044 -1.710 -2.268 -0.518
O 2.618 0.746 -2.071 -0.481
F 1.215 -0.062 -3.623 -0.229
N -5.783 -2.602 -8.705 -0.140
S -4.780 -2.322 -10.037 1.082
O -4.913 -1.023 -10.722 -0.503
O -4.359 -3.452 -10.860 -0.479
F -3.477 -2.019 -9.184 -0.246
S -6.843 -3.301 -9.555 1.074
O -6.650 -4.694 -9.812 -0.455
O -7.706 -2.489 -10.422 -0.485
F -7.847 -3.487 -8.293 -0.317
C -2.865 -8.343 -4.221 -1.473
C -3.978 -7.264 -4.111 0.326
C -5.319 -7.507 -3.236 -0.637
O -6.371 -6.545 -3.470 -0.284
C -7.589 -7.051 -2.775 -0.754
N -3.289 -6.018 -3.856 -0.684
H -2.098 -7.977 -4.904 0.366
H -3.182 -9.372 -4.387 0.381
H -2.418 -8.520 -3.243 0.405
H -4.293 -7.200 -5.153 0.288
H -5.054 -7.374 -2.187 0.298
H -5.559 -8.511 -3.586 0.316
H -7.577 -6.924 -1.692 0.307
H -7.886 -8.082 -2.968 0.313
H -8.456 -6.528 -3.178 0.281
H -2.454 -5.940 -4.419 0.267
H -2.834 -6.336 -3.012 0.300
C 12.426 1.487 3.262 -1.368
C 11.013 2.004 2.887 0.778
C 10.200 2.694 4.022 -0.691
O 8.937 3.158 3.769 -0.330
C 7.954 2.215 3.485 -0.694
N 11.242 2.921 1.809 -0.720
H 12.431 0.459 2.899 0.333
H 12.693 1.391 4.314 0.338
H 13.227 2.018 2.747 0.365
H 10.433 1.142 2.558 0.200
H 10.628 3.609 4.432 0.283
H 10.035 1.884 4.732 0.409
H 8.030 1.699 2.528 0.273
H 6.945 2.619 3.412 0.276
H 7.938 1.466 4.277 0.321
H 10.386 3.175 1.337 0.237
H 11.846 2.513 1.110 0.253
C 8.547 -3.224 -3.154 -1.313
C 9.396 -4.390 -2.694 0.268
C 8.824 -5.064 -1.376 -0.683
O 8.961 -4.045 -0.363 -0.278
C 7.993 -4.327 0.724 -0.693
N 9.321 -5.349 -3.769 -0.643
H 8.780 -2.719 -4.092 0.374
H 8.581 -2.489 -2.349 0.312
H 7.538 -3.636 -3.141 0.356
H 10.410 -4.086 -2.438 0.400
H 9.357 -6.004 -1.233 0.359
H 7.793 -5.264 -1.668 0.296
H 8.367 -5.186 1.279 0.288
H 7.010 -4.597 0.338 0.318
H 7.844 -3.416 1.304 0.248
H 8.415 -5.341 -4.216 0.298
H 9.939 -5.035 -4.504 0.294
C -9.419 4.463 -8.124 -1.556
C -8.245 3.513 -7.911 0.584
C -6.972 4.291 -7.594 -0.914
O -5.812 3.612 -6.968 -0.309
C -4.591 4.385 -7.290 -0.728
N -8.538 2.541 -6.840 -0.677
H -9.669 4.947 -7.179 0.415
H -10.330 3.909 -8.351 0.387
H -9.170 5.326 -8.742 0.372
H -8.062 2.941 -8.820 0.334
H -7.234 5.134 -6.954 0.337
H -6.736 4.866 -8.489 0.364
H -4.379 4.715 -8.307 0.312
H -3.866 3.665 -6.911 0.227
H -4.586 5.231 -6.602 0.321
H -8.840 1.756 -7.400 0.289
H -9.404 2.764 -6.372 0.272
C -2.795 1.450 9.295 -1.456
C -4.269 1.204 8.875 0.398
C -5.111 0.719 10.052 -0.704
O -6.479 0.950 9.736 -0.306
C -7.115 0.378 10.854 -0.834
N -4.705 2.486 8.313 -0.648
H -2.249 1.778 8.410 0.425
H -2.449 0.467 9.615 0.335
H -2.607 2.118 10.136 0.401
H -4.202 0.462 8.080 0.327
H -4.690 1.339 10.843 0.296
H -4.824 -0.278 10.384 0.383
H -6.844 0.660 11.871 0.342
H -7.223 -0.707 10.858 0.321
H -8.112 0.787 10.692 0.292
H -4.581 3.145 9.067 0.290
H -4.010 2.829 7.665 0.275
C -0.245 -8.413 2.369 -1.328
C -0.352 -6.953 2.782 0.417
C 0.599 -6.576 3.944 -0.798
O 0.375 -5.167 4.175 -0.342
C 1.424 -4.730 5.066 -0.777
N 0.112 -6.148 1.643 -0.694
H 0.585 -8.587 1.684 0.334
H -1.238 -8.692 2.016 0.309
H 0.049 -9.132 3.133 0.352
H -1.397 -6.843 3.070 0.309
H 1.576 -6.969 3.662 0.408
H 0.230 -7.137 4.804 0.400
H 1.502 -5.279 6.004 0.303
H 1.431 -3.660 5.275 0.289
H 2.375 -4.838 4.545 0.320
H 1.086 -6.272 1.406 0.275
H 0.166 -5.274 2.147 0.364
C 0.011 7.951 5.304 -1.395
C -1.240 8.132 4.662 0.542
C -1.215 9.311 3.718 -0.663
O -2.551 9.612 3.196 -0.336
C -2.638 10.706 2.239 -0.760
N -1.585 7.001 3.877 -0.654
H 0.748 7.559 4.604 0.342
H -0.105 7.378 6.224 0.317
H 0.433 8.908 5.610 0.373
H -2.064 8.259 5.365 0.280
H -0.611 9.104 2.834 0.317
H -0.624 10.104 4.177 0.369
H -1.986 11.567 2.387 0.309
H -3.626 11.128 2.058 0.263
H -2.267 10.236 1.328 0.314
H -0.911 6.774 3.159 0.261
H -2.450 7.148 3.375 0.311
C 2.309 6.954 -2.312 -0.978
C 3.661 6.951 -1.575 -0.199
O 4.569 6.175 -2.442 -0.526
H 2.466 7.390 -3.299 0.280
H 1.571 7.506 -1.730 0.300
H 1.796 5.999 -2.426 0.320
H 3.509 6.506 -0.592 0.229
H 4.086 7.947 -1.447 0.276
H 4.242 5.283 -2.579 0.299
```


Entry 2:
A 2-piece molecular cluster, C4H11S overall at a distorted geometry, computed with ωB97M-V/def2-TZVPD.

Calculated values
total charge = -1
relative energy (zero: lowest compared OMol25 entry of this formula, charge and spin) = 20.6 kcal/mol

The geometry in XYZ format:
```
16
Properties=species:S:1:pos:R:3:mulliken_charge:R:1
C -0.109 3.058 -1.325 -0.799
S -1.061 2.098 -0.136 -0.657
H 0.841 3.445 -0.907 0.186
H -0.577 4.006 -1.608 0.213
H 0.235 2.523 -2.218 0.210
C -0.901 -1.451 -0.276 -0.992
C -0.178 -0.952 0.960 0.051
C 1.194 -1.620 1.138 -1.284
H -1.490 -2.350 -0.107 0.343
H -1.609 -0.663 -0.553 0.238
H -0.227 -1.552 -1.119 0.275
H 0.029 0.123 0.955 0.079
H -0.760 -1.184 1.857 0.174
H 1.738 -1.276 2.009 0.328
H 1.827 -1.494 0.249 0.326
H 1.048 -2.710 1.080 0.310
```


Number 1: HOMO-LUMO gap 0.918 eV, energy -5122.9974 Ha. Number 2: HOMO-LUMO gap 6.150 eV, energy -557.1899 Ha.